Entry from the Open Molecules 2025 dataset: a 2-piece molecular cluster, C7H19N2 overall at a distorted geometry (ωB97M-V with the def2-TZVPD basis set).

```
! RIJCOSX wB97M-V def2-TZVPD def2/J DEFGRID3
* xyz 1 1
C -0.501 -1.504 -1.178
C -0.181 -2.956 0.895
C -2.029 -1.151 0.799
C 0.452 3.562 -1.266
C 0.013 0.947 0.509
C 1.546 -0.762 1.170
C -0.528 -1.457 0.399
N 1.594 2.624 -1.117
N 0.417 -0.402 0.744
H -1.117 -2.415 -1.456
H -1.085 -0.700 -1.710
H 0.521 -1.567 -1.724
H -0.472 -2.978 1.998
H 0.802 -3.288 0.743
H -0.796 -3.636 0.293
H -2.510 -2.010 1.178
H -2.083 -0.320 1.561
H -2.503 -1.016 -0.114
H -0.509 3.011 -1.136
H 0.557 4.393 -0.508
H 0.509 3.989 -2.419
H -1.100 1.060 0.302
H 0.175 1.648 1.396
H 0.472 1.190 -0.377
H 1.974 2.753 -0.152
H 2.348 -0.110 1.448
H 1.637 -1.726 1.448
H 2.395 2.822 -1.728
*
```

Properties
- gap between HOMO and LUMO (eV) = 8.55
- energy above the lowest of the compared OMol25 structures with the same formula, charge and spin (kcal per mole) = 67.42
- DFT total energy (Ha) = -387.27722
- M (g mol⁻¹) = 131.24

***

Entry from the Open Molecules 2025 dataset: C7H19N2Sr as an isolated structure at a distorted geometry (ωB97M-V with the def2-TZVPD basis set).

```
! RIJCOSX wB97M-V def2-TZVPD def2/J DEFGRID3
* xyz -1 1
C 1.809 1.479 0.167
Sr -0.991 0.600 -0.204
N -1.924 -2.031 0.110
N -0.094 0.358 -2.653
H -2.938 -2.075 0.419
H 2.170 0.377 0.312
H 2.192 1.584 1.173
H 1.186 2.523 0.094
H 2.522 1.545 -0.608
H -0.812 0.587 -3.368
H 0.303 -0.521 -2.889
H 0.622 1.044 -2.684
H -1.925 -2.604 -0.741
H -1.520 -2.650 0.806
C 1.040 -0.586 5.075
C -0.297 0.167 5.007
C -1.387 -0.651 5.736
C -0.126 1.532 5.703
C -0.583 0.255 3.473
C -0.738 0.248 2.286
H 1.309 -0.739 6.120
H 1.810 -0.010 4.579
H 0.951 -1.545 4.574
H -1.089 -0.729 6.774
H -2.362 -0.165 5.652
H -1.462 -1.650 5.278
H 0.707 2.079 5.236
H -1.029 2.135 5.625
H 0.102 1.320 6.743
*
```

Properties
- gap between HOMO and LUMO (eV) = 3.03
- energy above the lowest of the compared OMol25 structures with the same formula, charge and spin (kcal per mole) = 60.98
- DFT total energy (Ha) = -418.14233
- M (g mol⁻¹) = 218.86

***

Entry from the Open Molecules 2025 dataset: an isolated ion of composition C7H19N3 and charge +2 at a distorted geometry (ωB97M-V with the def2-TZVPD basis set).

```
! RIJCOSX wB97M-V def2-TZVPD def2/J DEFGRID3
* xyz 2 1
C -1.254 -0.785 -3.454
C -0.552 -0.180 -2.363
N 0.132 -0.943 -1.547
C 0.938 -0.451 -0.468
C 2.018 0.541 -0.734
N -0.061 0.131 0.797
C -0.818 -1.122 1.206
N -0.962 1.063 0.218
C 0.784 0.702 1.816
C 0.048 0.894 3.110
H -1.024 -0.196 -4.326
H -1.228 -1.833 -3.377
H -2.447 -0.630 -3.338
H -0.782 0.911 -2.142
H 0.448 -1.913 -1.722
H 1.483 -1.226 -0.094
H 1.651 1.368 -1.236
H 2.916 0.068 -1.287
H 2.534 0.994 0.080
H -0.246 -2.042 1.473
H -1.377 -1.003 2.122
H -1.641 -1.441 0.654
H -1.766 0.663 -0.230
H -1.226 1.657 0.998
H 1.600 0.128 1.826
H 1.162 1.685 1.553
H -0.978 1.393 3.136
H -0.073 -0.123 3.621
H 0.721 1.690 3.707
*
```

Properties
- gap between HOMO and LUMO (eV) = 10.04
- energy above the lowest of the compared OMol25 structures with the same formula, charge and spin (kcal per mole) = 84.12
- DFT total energy (Ha) = -441.61279
- M (g mol⁻¹) = 145.25
- SMILES string = C/C=[NH+]/[C@@H](C)[N@+](C)(N)CC

***

Entry from the Open Molecules 2025 dataset: a 2-piece molecular cluster, C7H19N4O3 overall (ωB97M-V with the def2-TZVPD basis set).

```
! RIJCOSX wB97M-V def2-TZVPD def2/J DEFGRID3
* xyz 1 1
N 2.288 -1.249 1.931
C 2.415 -0.360 0.791
C 1.018 -0.176 0.182
N 1.136 0.770 -0.991
C 1.075 2.198 -0.406
C 0.648 1.996 1.055
C 0.001 0.608 1.020
C -0.528 0.020 2.334
O -1.928 0.265 2.392
O -2.492 -0.540 1.363
H 2.252 -2.219 1.635
H 3.088 -1.178 2.548
H 3.093 -0.727 0.003
H 2.822 0.595 1.129
H 0.670 -1.156 -0.152
H 1.974 0.588 -1.544
H 0.338 0.653 -1.622
H 0.310 2.724 -0.974
H 2.039 2.679 -0.558
H -0.056 2.773 1.351
H 1.493 2.029 1.743
H -0.882 0.718 0.376
H -0.301 -1.044 2.432
H -0.124 0.525 3.215
H -2.450 -1.443 1.719
C -1.934 -1.200 -3.033
O -1.170 -1.382 -3.960
N -1.480 -1.250 -1.727
N -3.256 -0.929 -3.181
H -2.053 -1.126 -0.911
H -0.513 -1.495 -1.632
H -3.613 -0.890 -4.119
H -3.882 -0.778 -2.412
*
```

Properties
- gap between HOMO and LUMO (eV) = 10.04
- DFT total energy (Ha) = -722.56404
- M (g mol⁻¹) = 207.25

***

Entry from the Open Molecules 2025 dataset: C7H19NO2SSi2Tl as an isolated structure at a distorted geometry (ωB97M-V with the def2-TZVPD basis set).

```
! RIJCOSX wB97M-V def2-TZVPD def2/J DEFGRID3
* xyz 3 1
C -0.132 3.632 0.784
C -1.066 3.245 -0.338
S -0.574 2.115 -1.574
C 0.932 1.557 -1.219
Si 1.073 -0.573 -1.354
C 1.174 -1.189 0.408
C 0.217 -0.679 1.471
O 0.513 0.314 2.099
N -0.957 -1.393 1.789
C -1.467 -2.313 0.756
C -2.006 -0.461 2.292
O 2.360 -0.852 -2.227
Si 2.775 -2.167 -3.281
H 0.142 2.786 1.419
H -0.660 4.356 1.402
H 0.768 4.122 0.408
H -2.029 2.854 0.050
H -1.415 4.100 -0.965
H 1.324 1.893 -0.255
H 1.635 1.743 -2.061
H -0.143 -1.049 -2.037
H 2.168 -0.847 0.716
H 1.225 -2.279 0.350
H -1.981 -1.742 -0.025
H -0.701 -2.925 0.294
H -2.221 -3.002 1.144
H -3.008 -0.804 2.039
H -1.882 0.527 1.851
H -1.904 -0.319 3.366
H 3.459 -1.612 -4.445
H 1.474 -2.780 -3.611
H 3.583 -3.072 -2.459
Tl -2.676 -3.186 3.216
*
```

Properties
- gap between HOMO and LUMO (eV) = 4.65
- DFT total energy (Ha) = -1631.86758
- M (g mol⁻¹) = 441.86

***

Entry from the Open Molecules 2025 dataset: a 2-piece molecular cluster, C7H19NOSi2 overall at a distorted geometry (ωB97M-V with the def2-TZVPD basis set).

```
! RIJCOSX wB97M-V def2-TZVPD def2/J DEFGRID3
* xyz 0 1
C -1.594 -0.297 1.888
C -1.261 -1.724 1.587
C -3.573 0.647 -0.522
C -1.396 2.692 0.762
C 2.071 -2.249 -0.837
C 2.096 0.328 0.878
C 2.819 0.441 -2.115
N 0.051 0.008 -1.263
O -1.592 0.166 3.007
Si -1.959 0.920 0.434
Si 1.644 -0.376 -0.839
H -2.035 -2.172 0.968
H -1.131 -2.294 2.504
H -0.338 -1.729 1.011
H -3.636 1.341 -1.355
H -3.639 -0.359 -0.927
H -4.441 0.809 0.114
H -2.220 3.336 1.062
H -0.651 2.708 1.553
H -0.941 3.111 -0.131
H 3.143 -2.424 -0.832
H 1.653 -2.765 0.024
H 1.671 -2.727 -1.727
H 2.812 -0.307 1.391
H 2.543 1.313 0.784
H 1.224 0.426 1.519
H 3.864 0.285 -1.861
H 2.654 0.039 -3.110
H 2.642 1.510 -2.162
H -0.482 -0.655 -1.806
*
```

Properties
- gap between HOMO and LUMO (eV) = 7.59
- energy above the lowest of the compared OMol25 structures with the same formula, charge and spin (kcal per mole) = 80.58
- DFT total energy (Ha) = -987.07401
- M (g mol⁻¹) = 189.41

***

Entry from the Open Molecules 2025 dataset: a 2-piece molecular cluster, C7H19O2S overall (ωB97M-V with the def2-TZVPD basis set).

```
! RIJCOSX wB97M-V def2-TZVPD def2/J DEFGRID3
* xyz 1 1
C 0.422 4.013 -0.574
C 0.274 3.199 -1.855
C -0.621 1.964 -1.706
C 0.032 0.673 -1.139
C 1.535 0.787 -0.890
S 2.017 -0.636 0.165
H 1.036 4.898 -0.736
H -0.552 4.346 -0.215
H 0.881 3.453 0.245
H 1.257 2.922 -2.250
H -0.162 3.837 -2.625
H -1.458 2.230 -1.059
H -1.056 1.709 -2.671
H -0.114 -0.151 -1.841
H -0.470 0.383 -0.212
H 1.808 1.655 -0.292
H 2.142 0.752 -1.790
H 3.310 -0.823 -0.177
H 1.588 -1.636 -0.637
C -1.828 -3.224 1.466
C -1.175 -3.168 2.828
O 0.218 -3.476 2.722
O -1.674 -4.480 0.851
H -2.896 -3.020 1.547
H -1.395 -2.425 0.834
H -1.591 -3.929 3.486
H -1.331 -2.187 3.287
H 0.617 -2.834 2.127
H -0.816 -4.835 1.110
*
```

Properties
- gap between HOMO and LUMO (eV) = 8.87
- DFT total energy (Ha) = -826.44816
- M (g mol⁻¹) = 167.29

***

Entry from the Open Molecules 2025 dataset: C7H20B2FN2O9Tl as an isolated structure at a distorted geometry (ωB97M-V with the def2-TZVPD basis set).

```
! RIJCOSX wB97M-V def2-TZVPD def2/J DEFGRID3
* xyz 0 1
Tl 19.091 11.042 -21.959
B 19.827 13.876 -20.993
H 19.072 13.705 -20.170
H 19.296 13.816 -22.044
H 20.329 14.878 -20.902
H 20.651 13.105 -21.040
B 20.780 12.672 -24.113
H 21.546 13.346 -24.593
H 21.110 12.304 -23.090
H 19.767 13.192 -24.022
H 20.570 11.729 -24.708
C 15.540 14.110 -23.863
C 16.858 13.788 -23.222
O 16.917 12.676 -22.651
O 17.773 14.624 -23.231
H 15.496 13.744 -24.887
H 15.336 15.182 -23.860
H 14.704 13.763 -23.259
C 13.365 11.287 -27.323
C 13.562 12.766 -27.315
O 12.463 13.220 -26.514
C 12.044 12.168 -25.719
O 11.218 12.148 -24.864
O 12.812 11.098 -25.995
F 13.404 13.327 -28.531
H 14.373 10.920 -27.514
H 12.663 10.978 -28.096
H 14.473 13.180 -26.883
C 14.213 10.376 -22.918
N 15.171 9.905 -21.862
O 14.714 9.556 -20.792
O 16.313 9.649 -22.191
H 14.150 9.579 -23.655
H 14.601 11.274 -23.395
H 13.311 10.592 -22.352
C 14.960 15.079 -20.723
N 13.777 14.705 -19.902
O 13.935 13.913 -18.980
O 12.681 15.111 -20.249
H 14.591 14.905 -21.729
H 15.788 14.422 -20.477
H 15.026 16.149 -20.536
*
```

Properties
- gap between HOMO and LUMO (eV) = 4.57
- DFT total energy (Ha) = -1386.87455
- M (g mol⁻¹) = 521.25

***

Entry from the Open Molecules 2025 dataset: C7H20FeN8O2 as an isolated structure at a distorted geometry (ωB97M-V with the def2-TZVPD basis set).

```
! RIJCOSX wB97M-V def2-TZVPD def2/J DEFGRID3
* xyz 3 6
Fe 0.402 0.426 0.175
C 2.057 -1.721 -1.153
C 1.182 -1.095 -2.225
N -0.140 -0.719 -1.641
C -1.054 -1.847 -1.313
C -1.676 -1.609 0.049
N -0.599 -1.228 1.013
C 0.387 -2.318 1.335
C 1.806 -1.746 1.332
N 1.996 -0.898 0.111
H 3.087 -1.810 -1.493
H 1.726 -2.725 -0.896
H 1.040 -1.762 -3.078
H 1.641 -0.186 -2.607
H -0.595 -0.061 -2.271
H -0.488 -2.775 -1.358
H -1.840 -1.922 -2.065
H -2.238 -2.476 0.400
H -2.375 -0.770 -0.003
H -1.063 -0.964 1.878
H 0.264 -3.119 0.610
H 0.162 -2.748 2.310
H 2.553 -2.540 1.377
H 1.968 -1.111 2.208
H 2.877 -0.393 0.224
N -0.622 1.797 2.322
N -1.458 2.774 1.728
C -1.249 3.117 0.450
N -1.773 4.192 -0.074
N -0.434 2.232 -0.205
N 0.290 2.591 -1.310
O 1.137 1.684 -1.526
O 0.157 3.584 -1.934
H -1.202 1.269 2.972
H 0.072 2.281 2.895
H -2.066 3.322 2.325
H -2.316 4.842 0.483
H -1.613 4.435 -1.044
*
```

Properties
- gap between HOMO and LUMO (alpha / beta) (eV) = 10.59 / 8.41
- energy above the lowest of the compared OMol25 structures with the same formula, charge and spin (kcal per mole) = 2.95
- DFT total energy (Ha) = -2129.81800
- M (g mol⁻¹) = 304.14

***

Entry from the Open Molecules 2025 dataset: a 5-piece molecular cluster, C7H20O4 overall at a distorted geometry (ωB97M-V with the def2-TZVPD basis set).

```
! RIJCOSX wB97M-V def2-TZVPD def2/J DEFGRID3
* xyz -1 2
C 0.760 -1.462 3.181
C -0.733 -1.643 2.858
C -1.142 -0.449 2.006
C -0.857 -0.477 0.703
C -0.948 0.777 -0.113
C -0.548 1.960 0.340
C -0.522 3.136 -0.570
H 1.018 -2.145 4.017
H 1.445 -1.865 2.429
H 1.119 -0.474 3.457
H -1.342 -1.794 3.744
H -0.861 -2.565 2.286
H -1.601 0.421 2.452
H -0.253 -1.267 0.268
H -1.218 0.614 -1.151
H -0.179 2.128 1.347
H -0.610 4.108 -0.083
H -1.332 3.079 -1.303
H 0.369 3.036 -1.197
H -0.607 1.461 -4.192
H 0.491 2.459 -3.667
O -0.019 1.665 -3.432
H 1.389 0.864 -2.321
H 1.393 -0.711 -2.396
O 1.894 0.042 -2.097
H -1.738 -1.792 -1.315
H -3.095 -2.175 -0.786
O -2.265 -2.569 -1.052
H 3.741 -0.897 -0.764
H 2.625 -0.192 0.115
O 3.365 -0.801 0.128
*
```

Properties
- gap between HOMO and LUMO (alpha / beta) (eV) = 2.84 / 9.02
- energy above the lowest of the compared OMol25 structures with the same formula, charge and spin (kcal per mole) = 0.00
- DFT total energy (Ha) = -579.58633
- M (g mol⁻¹) = 168.23

***

Entry from the Open Molecules 2025 dataset: C7H20OSi2 as an isolated structure at a distorted geometry (ωB97M-V with the def2-TZVPD basis set).

```
! RIJCOSX wB97M-V def2-TZVPD def2/J DEFGRID3
* xyz 0 1
C 3.311 -0.260 -0.398
C 2.353 0.519 0.525
C 1.762 1.734 -0.189
C 0.687 2.466 0.602
C -0.583 1.643 0.841
C -1.387 1.474 -0.434
C -2.404 0.328 -0.407
Si -1.621 -1.351 -0.184
O -2.779 -2.550 -0.386
Si -2.193 -4.102 -0.161
H 2.955 -1.262 -0.588
H 3.398 0.243 -1.355
H 4.309 -0.294 0.020
H 1.553 -0.149 0.823
H 2.892 0.847 1.406
H 1.422 1.410 -1.167
H 2.585 2.427 -0.350
H 0.392 3.360 0.053
H 1.128 2.768 1.547
H -1.184 2.130 1.600
H -0.279 0.690 1.262
H -1.939 2.398 -0.592
H -0.747 1.371 -1.300
H -2.920 0.319 -1.364
H -3.157 0.498 0.356
H -0.463 -1.549 -1.084
H -1.104 -1.474 1.204
H -2.853 -4.704 1.009
H -0.737 -4.028 0.093
H -2.397 -4.901 -1.382
*
```

Properties
- gap between HOMO and LUMO (eV) = 11.44
- energy above the lowest of the compared OMol25 structures with the same formula, charge and spin (kcal per mole) = 8.67
- DFT total energy (Ha) = -932.98596
- M (g mol⁻¹) = 176.41

***

Entry from the Open Molecules 2025 dataset: a 2-piece molecular cluster, C7H21BBrN3O4P overall at a distorted geometry (ωB97M-V with the def2-TZVPD basis set).

```
! RIJCOSX wB97M-V def2-TZVPD def2/J DEFGRID3
* xyz 1 1
C -1.788 -2.368 -2.369
C -1.339 -0.943 -3.053
Br -0.309 -1.455 -4.738
C -0.345 -0.020 -2.132
P -0.988 0.364 -0.376
N -1.092 -1.091 0.699
C 0.138 1.615 0.603
C 1.266 2.343 -0.338
C 2.814 1.769 -0.076
N 2.958 0.301 -0.426
B -2.803 1.085 -0.400
O -3.114 2.526 -0.338
O -3.887 0.046 -0.464
H -1.757 -3.187 -3.213
H -2.901 -2.366 -1.955
H -1.079 -2.721 -1.489
H -2.271 -0.313 -3.451
H 0.760 -0.435 -2.056
H -0.244 1.025 -2.699
H -1.814 -1.763 0.357
H -0.155 -1.531 0.831
H -0.554 2.439 1.093
H 0.697 1.020 1.469
H 0.990 2.361 -1.496
H 1.313 3.486 0.004
H 3.586 2.386 -0.724
H 3.126 1.930 1.063
H 2.902 0.141 -1.460
H 2.239 -0.286 0.089
H -2.465 3.079 -0.866
H -3.975 -0.290 0.496
C 1.746 -1.129 4.467
N 1.054 -1.531 3.212
O 1.554 -1.156 2.145
O 0.029 -2.211 3.334
H 2.628 -0.538 4.210
H 1.043 -0.537 5.056
H 2.034 -2.043 4.991
*
```

Properties
- gap between HOMO and LUMO (eV) = 8.38
- DFT total energy (Ha) = -3684.40564
- M (g mol⁻¹) = 332.95